The following is a DFT calculation (ωB97M-V/def2-TZVPD) of a molecular structure, C44H33BrN9O5S2SiW in a non-equilibrium geometry.

Positions of all 96 atoms, in Å:
W1 -0.1493 -1.7634 0.6887
N1 -2.1242 -3.0781 4.3884
C1 -1.7323 -2.8119 3.1393
S1 0.0383 -2.8894 2.8118
N2 -2.5850 -2.5693 2.1907
N3 -1.9930 -2.1987 1.0501
C2 -1.7432 -3.0953 0.0241
C3 -2.1532 -2.6953 -1.3536
C4 -3.4198 -2.8773 -1.8891
C5 -3.6912 -2.4524 -3.1818
C6 -2.6963 -1.8436 -3.9393
C7 -1.4181 -1.6822 -3.4234
C8 -1.1727 -2.1341 -2.1427
O1 0.1167 -2.0883 -1.5682
H1 -1.4568 -3.3651 5.0774
H2 -3.1051 -3.0408 4.6297
H3 -1.9737 -4.1081 0.2971
H4 -4.1948 -3.3382 -1.2822
H5 -4.6862 -2.5832 -3.5945
H6 -2.9104 -1.4978 -4.9455
H7 -0.6278 -1.2261 -4.0126
Br1 -0.8706 6.9563 1.7323
C9 0.3008 6.0821 0.5505
C10 0.4139 6.5453 -0.7472
C11 1.3024 5.9262 -1.6076
C12 2.0368 4.8216 -1.1951
C13 1.9185 4.3640 0.1189
C14 1.0570 5.0059 0.9982
N4 2.9638 4.3255 -2.1746
N5 3.3624 3.1470 -2.2157
C15 2.9138 2.0781 -1.3858
C16 3.8513 1.2242 -0.8595
C17 3.4856 0.0928 -0.1070
C18 2.1737 -0.2201 0.0618
O2 1.7198 -1.2744 0.7891
C19 1.1945 0.5946 -0.5389
N6 -0.1065 0.1685 -0.4247
C20 -1.0672 0.8841 -0.9527
C21 -0.8166 2.0548 -1.6707
C22 0.4722 2.4761 -1.8427
C23 1.5323 1.7531 -1.2530
H8 -0.1686 7.3965 -1.0736
H9 1.4320 6.2860 -2.6249
H10 2.5342 3.5447 0.4759
H11 0.9824 4.6868 2.0316
H12 4.8994 1.4579 -1.0153
H13 4.2444 -0.5471 0.3363
H14 -2.0749 0.5111 -0.8388
H15 -1.6486 2.5965 -2.1050
H16 0.6770 3.3534 -2.4475
C24 0.4373 -4.9504 -6.1882
C25 -0.1448 -5.3282 -4.9793
C26 0.2111 -4.6778 -3.8089
C27 1.1530 -3.6415 -3.8291
C28 1.7300 -3.2708 -5.0483
C29 1.3713 -3.9209 -6.2247
Si1 1.5866 -2.7070 -2.3129
C30 2.2230 -3.6972 -0.8857
C31 3.5495 -3.6626 -0.4716
C32 3.9479 -4.3521 0.6629
C33 3.0226 -5.0934 1.3972
C34 1.7081 -5.1669 0.9742
C35 1.2958 -4.4499 -0.1486
H17 0.1628 -5.4635 -7.1058
H18 -0.8743 -6.1328 -4.9529
H19 -0.2596 -4.9776 -2.8740
H20 2.4582 -2.4594 -5.0816
H21 1.8217 -3.6259 -7.1685
H22 2.4048 -1.5195 -2.6088
H23 4.2810 -3.0967 -1.0457
H24 4.9867 -4.3254 0.9756
H25 3.3382 -5.6332 2.2851
H26 0.9992 -5.7848 1.5087
H27 0.3207 -4.6451 -0.5627
O3 -4.8645 5.0480 2.8354
S2 -4.5435 5.5753 4.1500
O4 -5.0957 4.7655 5.2298
O5 -4.7516 6.9944 4.2900
C36 -2.7493 5.2015 4.4145
N7 -2.0435 5.7736 5.4248
C37 -0.8558 5.2440 5.6940
C38 -0.4053 4.0635 5.1089
C39 -1.2023 3.5330 4.1193
N8 -2.2996 4.1486 3.7031
C40 -0.9695 2.2387 3.4340
C41 0.2274 1.5400 3.4658
C42 0.3488 0.3578 2.7911
N9 -0.6495 -0.1928 2.0800
C43 -1.8383 0.4661 2.0659
C44 -2.0288 1.6517 2.7223
H28 -0.2502 5.7646 6.4335
H29 0.5078 3.5820 5.4595
H30 1.0796 1.9086 4.0281
H31 1.2572 -0.2117 2.8354
H32 -2.6478 0.0219 1.5299
H33 -2.9939 2.1552 2.6994

Total charge: +1
Gap between HOMO and LUMO (spin up / spin down) in eV: 3.48 / 3.47
E_HOMO (spin up / spin down) in eV: -8.917 / -8.917

The following is a DFT calculation (ωB97M-V/def2-TZVPD) of 3 unconnected molecules or ions with the total composition C44H33I2NO9 in a non-equilibrium geometry.

Positions of all 89 atoms, in Å:
C1 -0.5339 1.4562 -1.6554
C2 -0.0314 1.3649 -3.2449
O1 0.6375 0.0812 -3.5098
C3 0.4258 -0.3653 -4.9088
N1 -0.7918 -1.2545 -5.0358
C4 -0.6982 -2.4375 -5.9952
O2 -0.5499 -2.3923 -7.3377
C5 -0.8471 -3.7379 -5.0079
C6 -0.5924 -5.3416 -5.2337
I1 0.0231 -5.9965 -7.2464
C7 -0.8384 -6.3689 -3.9516
C8 -1.3236 -5.8613 -2.4430
C9 -1.5454 -6.9603 -1.2032
C10 -3.1000 -6.9615 -0.6334
C11 -3.9233 -8.3486 -0.9263
O3 -4.8819 -8.2835 -2.0405
C12 -5.9530 -7.2996 -1.7992
C13 -5.8925 -5.9251 -2.7501
O4 -6.9171 -7.4465 -0.8600
C14 -1.5844 -4.2262 -2.2068
I2 -2.2146 -3.3456 -0.3012
C15 -1.3448 -3.2708 -3.5174
C16 -1.5111 -1.6587 -3.7646
O5 -2.2502 -0.9730 -2.8891
H1 0.1110 2.1882 -1.0092
H2 -1.6784 1.7349 -1.7067
H3 -0.4916 0.3279 -1.2677
H4 0.6661 2.3078 -3.4596
H5 -1.0055 1.4002 -3.9288
H6 0.3409 0.6339 -5.5532
H7 1.4358 -0.8753 -5.2780
H8 -0.6725 -7.5172 -4.1528
H9 -1.2783 -8.0541 -1.5220
H10 -0.8426 -6.5749 -0.3194
H11 -3.0006 -6.8799 0.5534
H12 -3.6320 -5.9809 -0.9877
H13 -3.2170 -9.2771 -1.1427
H14 -4.5409 -8.6294 0.0403
H15 -5.1602 -6.1653 -3.6523
H16 -5.4296 -5.0078 -2.1896
H17 -6.9686 -5.6130 -3.1427
C17 -1.1943 8.5663 2.9104
C18 -0.5705 8.0679 1.7669
C19 -0.5185 6.6911 1.5436
C20 -1.0818 5.8084 2.4732
C21 -1.6838 6.3056 3.6285
C22 -1.7505 7.6886 3.8421
C23 -2.2372 5.3820 4.6398
O6 -2.7693 5.8180 5.6531
C24 -2.1322 3.9263 4.4165
C25 -2.6007 3.0386 5.3939
C26 -2.5174 1.6603 5.1848
C27 -1.9763 1.1658 3.9985
C28 -1.5037 2.0477 3.0255
C29 -1.5731 3.4307 3.2395
C30 -1.0379 4.3545 2.2200
O7 -0.5579 3.9206 1.1790
H18 -1.2430 9.6397 3.0799
H19 -0.1258 8.7515 1.0471
H20 -0.0345 6.3095 0.6462
H21 -2.2310 8.0846 4.7350
H22 -3.0276 3.4165 6.3216
H23 -2.8770 0.9728 5.9474
H24 -1.9179 0.0923 3.8322
H25 -1.0780 1.6542 2.1038
C31 7.7017 -0.8033 2.1741
C32 6.6191 -1.6527 1.9470
C33 5.3765 -1.1219 1.5971
C34 5.2125 0.2642 1.4857
C35 6.2887 1.1145 1.7367
C36 7.5395 0.5789 2.0705
C37 6.1148 2.5799 1.6707
O8 7.0605 3.3274 1.8876
C38 4.7835 3.1311 1.3482
C39 4.5905 4.5187 1.3390
C40 3.3380 5.0487 1.0221
C41 2.2798 4.1974 0.7051
C42 2.4677 2.8145 0.7189
C43 3.7199 2.2804 1.0508
C44 3.8991 0.8158 1.0976
O9 2.9684 0.0668 0.8237
H26 8.6725 -1.2174 2.4378
H27 6.7424 -2.7294 2.0402
H28 4.5371 -1.7913 1.4162
H29 8.3877 1.2360 2.2546
H30 5.4123 5.1904 1.5822
H31 3.1890 6.1263 1.0206
H32 1.3059 4.6101 0.4510
H33 1.6357 2.1560 0.4751

Gap between HOMO and LUMO in eV: 7.34
E_HOMO in eV: -8.870

The following is a DFT calculation (ωB97M-V/def2-TZVPD) of a molecular structure, C44H34As2F6N3OPTi in a non-equilibrium geometry.

Positions of all 92 atoms, in Å:
Ti1 1.0847 -0.9429 2.0364
C1 -0.7156 3.6202 1.1117
C2 -0.9638 2.3714 1.9312
As1 -0.8682 0.6867 0.9341
C3 -0.9055 -0.5612 2.4518
C4 -1.3591 -0.2657 3.8107
C5 -1.5257 -1.2572 4.6993
C6 -1.2919 -2.6447 4.3053
C7 -1.0794 -3.0015 3.0383
C8 -1.0815 -2.0018 1.9117
C9 -2.6740 0.5642 0.2648
C10 -2.9185 1.1317 -0.9847
C11 -4.1998 1.1143 -1.5147
C12 -5.2340 0.5157 -0.8120
C13 -4.9913 -0.0565 0.4268
C14 -3.7134 -0.0361 0.9687
As2 1.1023 3.7531 0.3258
C15 1.0500 5.6807 0.0232
C16 0.8400 6.5220 1.1156
C17 0.8883 7.9002 0.9696
C18 1.1671 8.4578 -0.2682
C19 1.3981 7.6315 -1.3555
C20 1.3423 6.2513 -1.2116
C21 0.6434 3.1435 -1.4755
C22 1.3700 2.0929 -2.0197
C23 1.0728 1.6147 -3.2924
C24 0.0439 2.1825 -4.0231
C25 -0.6945 3.2313 -3.4830
C26 -0.3939 3.7086 -2.2186
H1 -0.8520 4.4961 1.7510
H2 -1.4432 3.7140 0.3024
H3 -1.9757 2.4056 2.3577
H4 -0.2486 2.2861 2.7560
H5 -1.5080 0.7699 4.0967
H6 -1.8071 -1.0419 5.7203
H7 -1.3142 -3.4083 5.0715
H8 -0.9573 -4.0431 2.7665
H9 -2.0055 -2.1292 1.3242
H10 -2.1086 1.5765 -1.5578
H11 -4.3864 1.5594 -2.4821
H12 -6.2301 0.4926 -1.2311
H13 -5.7985 -0.5186 0.9782
H14 -3.5420 -0.4539 1.9525
H15 0.6359 6.1070 2.0974
H16 0.7141 8.5387 1.8255
H17 1.2098 9.5322 -0.3833
H18 1.6228 8.0585 -2.3236
H19 1.5222 5.6229 -2.0741
H20 2.1853 1.6513 -1.4484
H21 1.6524 0.8034 -3.7114
H22 -0.1785 1.8172 -5.0167
H23 -1.4938 3.6848 -4.0540
H24 -0.9636 4.5387 -1.8167
F1 1.7691 -1.5180 3.8297
P1 3.0765 -2.6851 3.4365
F2 4.1770 -3.6718 2.9334
F3 2.7191 -3.4635 4.7503
F4 4.0717 -1.7101 4.1661
F5 3.1957 -1.7250 2.0559
F6 1.8980 -3.4222 2.6182
C27 0.0491 -2.1613 0.8273
C28 0.0922 -3.0025 -0.1386
C29 0.0937 -3.7490 -1.2211
C30 -0.6200 -3.2138 -2.4106
C31 -0.6669 -1.8392 -2.6283
C32 -1.4161 -1.3156 -3.6680
C33 -2.1190 -2.1602 -4.5155
C34 -2.0722 -3.5320 -4.3083
C35 -1.3328 -4.0563 -3.2603
C36 0.7619 -5.0741 -1.2323
C37 0.9376 -5.7839 -0.0458
C38 1.6077 -6.9934 -0.0389
C39 2.1097 -7.5191 -1.2220
C40 1.9376 -6.8211 -2.4068
C41 1.2704 -5.6057 -2.4133
H25 -0.1214 -1.1757 -1.9629
H26 -1.4487 -0.2433 -3.8138
H27 -2.7013 -1.7530 -5.3300
H28 -2.6231 -4.1984 -4.9582
H29 -1.3209 -5.1253 -3.0929
H30 0.5493 -5.3776 0.8782
H31 1.7385 -7.5264 0.8929
H32 2.6308 -8.4663 -1.2190
H33 2.3311 -7.2169 -3.3332
H34 1.1599 -5.0607 -3.3411
O1 1.9153 0.6898 1.8862
N1 2.8100 0.9624 2.8742
C42 3.9318 1.3748 2.4175
C43 4.2507 1.4416 1.0149
N2 4.5367 1.4602 -0.0967
C44 4.9441 1.7414 3.3768
N3 5.7550 2.0295 4.1325

Gap between HOMO and LUMO in eV: 6.59
E_HOMO in eV: -7.713

The following is a DFT calculation (ωB97M-V/def2-TZVPD) of a molecular structure, C44H34N6O4P2SY in a non-equilibrium geometry.

Positions of all 92 atoms, in Å:
Y1 0.5309 0.4711 -0.8901
N1 0.4149 -2.6496 0.9386
P1 0.6374 -1.1381 1.7614
C1 1.3613 -1.6626 3.3384
C2 2.4869 -1.0033 3.8228
C3 3.0394 -1.3840 5.0404
C4 2.4678 -2.4193 5.7629
C5 1.3419 -3.0796 5.2763
C6 0.7852 -2.7034 4.0666
C7 -1.0958 -0.7901 2.2765
C8 -2.2021 -1.5167 1.8503
C9 -3.4776 -1.1753 2.2940
C10 -3.6512 -0.1151 3.1703
C11 -2.5471 0.6105 3.6081
C12 -1.2810 0.2812 3.1557
P2 0.0932 -2.4642 -0.7462
C13 -0.7281 -4.0568 -1.0809
C14 -2.0963 -4.1015 -1.3259
C15 -2.7567 -5.3207 -1.4116
C16 -2.0472 -6.5000 -1.2514
C17 -0.6748 -6.4632 -1.0272
C18 -0.0147 -5.2477 -0.9442
C19 1.7279 -2.7076 -1.5237
C20 2.8866 -2.2617 -0.8922
C21 4.1118 -2.3288 -1.5464
C22 4.1815 -2.8370 -2.8312
C23 3.0272 -3.2825 -3.4688
C24 1.8062 -3.2127 -2.8232
H1 1.1197 -3.3490 1.1544
H2 2.9322 -0.1964 3.2492
H3 3.9153 -0.8735 5.4187
H4 2.8990 -2.7183 6.7096
H5 0.8958 -3.8831 5.8477
H6 -0.0969 -3.2094 3.6891
H7 -2.0620 -2.3800 1.2081
H8 -4.3352 -1.7543 1.9723
H9 -4.6418 0.1355 3.5282
H10 -2.6774 1.4288 4.3060
H11 -0.4198 0.8461 3.5031
H12 -2.6504 -3.1799 -1.4625
H13 -3.8224 -5.3497 -1.5995
H14 -2.5605 -7.4514 -1.3025
H15 -0.1183 -7.3847 -0.9154
H16 1.0567 -5.2266 -0.7828
H17 2.8565 -1.8619 0.1137
H18 5.0048 -1.9751 -1.0480
H19 5.1350 -2.8869 -3.3418
H20 3.0820 -3.6813 -4.4737
H21 0.9084 -3.5505 -3.3274
O1 3.6796 2.0602 1.3842
C25 2.6171 1.8171 0.8602
O2 2.3653 0.8697 0.0124
C26 1.4076 2.6767 1.2241
C27 1.6404 3.8530 1.9597
C28 0.5861 4.6548 2.2651
C29 -0.7188 4.2588 1.8935
C30 -1.8618 5.0310 2.2142
C31 -3.1092 4.5975 1.8750
C32 -3.2660 3.3595 1.2130
C33 -2.1802 2.5997 0.8892
C34 -0.8748 3.0424 1.1961
N2 0.2092 2.2767 0.8336
H22 2.6572 4.0809 2.2448
H23 0.7259 5.5857 2.8027
H24 -1.7246 5.9676 2.7417
H25 -3.9804 5.1885 2.1248
H26 -4.2608 3.0038 0.9745
H27 -2.3002 1.6359 0.4208
N3 -1.2023 3.3738 -3.7954
C35 0.0557 3.9666 -3.8535
C36 0.5922 4.9464 -4.6825
C37 1.9157 5.2708 -4.4657
C38 2.6772 4.6369 -3.4681
C39 2.1364 3.6680 -2.6523
C40 0.7981 3.3404 -2.8579
N4 -0.0039 2.3997 -2.2184
C41 -1.1731 2.4507 -2.8102
C42 -2.2635 1.5262 -2.5018
C43 -3.4743 1.4529 -3.1093
S1 -4.3491 0.1227 -2.5043
C44 -3.0493 -0.2575 -1.4730
N5 -2.0323 0.5449 -1.5582
H28 -1.9673 3.5625 -4.4192
H29 0.0054 5.4233 -5.4567
H30 2.3825 6.0267 -5.0823
H31 3.7177 4.9089 -3.3507
H32 2.7271 3.1641 -1.8971
H33 -3.8864 2.0946 -3.8719
H34 -3.0894 -1.0967 -0.7923
O3 1.9309 0.2836 -2.7475
N6 1.1695 -0.3126 -3.5477
O4 0.0226 -0.4964 -3.0588

Total charge: +1
Gap between HOMO and LUMO in eV: 8.10
E_HOMO in eV: -10.868

The following is a DFT calculation (ωB97M-V/def2-TZVPD) of a molecular structure, C44H35As2N3OsS3 in a non-equilibrium geometry.

Positions of all 88 atoms, in Å:
Os1 0.4676 0.2284 0.4937
C1 -3.2670 -0.8109 -3.7606
S1 -1.4705 -0.9810 -3.6576
C2 -1.0959 -0.2874 -2.1222
S2 0.6490 -0.1618 -1.7838
N1 -1.9858 0.1303 -1.3014
N2 -1.4152 0.7309 -0.1839
C3 -2.1583 1.5876 0.4069
C4 -1.4709 2.4900 1.3052
C5 -2.1355 3.4350 2.0638
C6 -1.3891 4.3649 2.7723
C7 -0.0129 4.3254 2.6650
C8 0.5838 3.3285 1.9047
N3 -0.1191 2.4108 1.2410
H1 -3.4935 -0.5448 -4.7899
H2 -3.5935 -0.0245 -3.0877
H3 -3.7453 -1.7514 -3.5017
H4 -3.1931 1.7203 0.1125
H5 -3.2168 3.4410 2.0896
H6 -1.8765 5.1117 3.3841
H7 0.6093 5.0546 3.1643
H8 1.6570 3.2782 1.8079
S3 1.7376 -1.6079 0.7333
C9 1.6172 -2.3180 2.3643
C10 1.9952 -3.6405 2.5413
C11 1.8769 -4.2125 3.8034
C12 1.3874 -3.4721 4.8688
C13 1.0180 -2.1422 4.6860
C14 1.1427 -1.5699 3.4329
As1 0.8055 0.2664 2.9781
C15 -0.2231 0.9824 4.4331
C16 -1.4425 0.3742 4.7313
C17 -2.2074 0.8455 5.7865
C18 -1.7575 1.9227 6.5405
C19 -0.5438 2.5264 6.2435
C20 0.2267 2.0614 5.1859
C21 2.6046 0.9604 3.2735
C22 3.3635 1.5375 2.2597
C23 4.6821 1.9039 2.4945
C24 5.2533 1.6809 3.7387
C25 4.5029 1.1014 4.7529
C26 3.1845 0.7422 4.5216
H9 2.3598 -4.2221 1.7030
H10 2.1529 -5.2485 3.9469
H11 1.2905 -3.9269 5.8452
H12 0.6373 -1.5625 5.5182
H13 -1.7900 -0.4723 4.1489
H14 -3.1492 0.3699 6.0257
H15 -2.3538 2.2890 7.3656
H16 -0.1900 3.3559 6.8418
H17 1.1786 2.5267 4.9661
H18 2.9387 1.7077 1.2767
H19 5.2626 2.3601 1.7036
H20 6.2844 1.9549 3.9177
H21 4.9464 0.9220 5.7232
H22 2.6088 0.2861 5.3187
C27 1.9746 -7.2906 -0.1024
C28 0.7081 -6.8705 -0.4874
C29 0.5331 -5.6065 -1.0292
C30 1.6399 -4.7819 -1.2081
C31 2.9095 -5.1889 -0.8121
C32 3.0718 -6.4546 -0.2665
As2 1.3877 -3.0588 -2.0337
C33 3.1367 -2.4371 -2.5579
C34 4.1385 -1.8909 -1.7710
C35 5.3017 -1.4296 -2.3733
C36 5.4517 -1.5015 -3.7529
C37 4.4493 -2.0423 -4.5411
C38 3.2797 -2.5138 -3.9519
C39 2.1445 -3.1049 -4.6767
C40 2.1010 -3.3758 -6.0423
C41 0.9757 -3.9685 -6.5923
C42 -0.1155 -4.3006 -5.7951
C43 -0.0899 -4.0336 -4.4343
C44 1.0432 -3.4551 -3.8880
H23 2.1075 -8.2746 0.3270
H24 -0.1428 -7.5272 -0.3659
H25 -0.4576 -5.2751 -1.3169
H26 3.7677 -4.5442 -0.9535
H27 4.0592 -6.7902 0.0218
H28 4.0307 -1.8231 -0.6964
H29 6.0903 -1.0078 -1.7647
H30 6.3574 -1.1328 -4.2150
H31 4.5811 -2.0963 -5.6133
H32 2.9444 -3.1349 -6.6752
H33 0.9464 -4.1771 -7.6532
H34 -0.9883 -4.7615 -6.2376
H35 -0.9466 -4.2770 -3.8184

Total charge: +2
Gap between HOMO and LUMO (spin up / spin down) in eV: 4.69 / 4.69
E_HOMO (spin up / spin down) in eV: -12.846 / -12.844

no.,total energy (a.u.)
1,-6292.2257
2,-3023.2866
3,-8198.2112
4,-3445.8695
5,-7618.1907